Record 1
{"formula": "C22H76N16O14", "method": "the ωB97M-V functional and the def2-TZVPD basis", "species": ["C", "O", "N", "N", "H", "H", "H", "H", "C", "O", "N", "N", "H", "H", "H", "H", "C", "O", "N", "N", "H", "H", "H", "H", "C", "O", "N", "N", "H", "H", "H", "H", "C", "O", "N", "N", "H", "H", "H", "H", "C", "O", "N", "N", "H", "H", "H", "H", "C", "C", "C", "O", "C", "N", "H", "H", "H", "H", "H", "H", "H", "H", "H", "H", "H", "C", "C", "C", "O", "C", "N", "H", "H", "H", "H", "H", "H", "H", "H", "H", "H", "H", "C", "C", "C", "O", "C", "N", "H", "H", "H", "H", "H", "H", "H", "H", "H", "H", "H", "C", "C", "C", "O", "C", "N", "H", "H", "H", "H", "H", "H", "H", "H", "H", "H", "H", "O", "H", "H", "O", "H", "H", "O", "H", "H", "O", "H", "H"], "xyz": [[-21.90, -12.22, 6.82], [-21.30, -12.50, 5.81], [-22.03, -11.10, 7.33], [-22.65, -12.97, 7.60], [-21.48, -10.36, 6.91], [-22.47, -11.11, 8.24], [-23.11, -12.73, 8.46], [-22.97, -13.86, 7.23], [-20.84, -0.71, 5.23], [-19.77, -0.91, 4.64], [-21.45, -1.51, 6.08], [-21.64, 0.26, 4.79], [-20.97, -2.32, 6.44], [-22.33, -1.25, 6.50], [-21.21, 0.68, 3.98], [-22.51, 0.66, 5.13], [-18.82, -6.59, 1.44], [-18.80, -6.77, 2.66], [-18.45, -7.55, 0.60], [-19.15, -5.55, 0.75], [-18.25, -7.32, -0.36], [-17.88, -8.31, 0.95], [-19.21, -4.73, 1.33], [-19.13, -5.48, -0.26], [-15.94, -2.50, -5.50], [-15.12, -3.37, -5.25], [-15.61, -1.31, -5.92], [-17.17, -2.64, -5.41], [-14.79, -1.23, -6.51], [-16.38, -0.65, -5.93], [-17.50, -3.58, -5.23], [-17.79, -1.91, -5.73], [-15.08, -11.95, 3.59], [-14.01, -11.46, 3.38], [-15.64, -12.21, 4.71], [-15.84, -12.45, 2.69], [-15.00, -12.04, 5.47], [-16.62, -12.46, 4.80], [-16.69, -12.96, 2.87], [-15.37, -12.63, 1.81], [-15.22, 1.12, 1.20], [-14.48, 2.03, 0.84], [-14.85, 0.04, 1.84], [-16.54, 1.16, 1.17], [-13.87, -0.14, 2.02], [-15.59, -0.46, 2.31], [-17.03, 0.47, 1.72], [-16.98, 2.02, 0.86], [-22.89, 0.93, -1.33], [-23.67, 2.29, -1.19], [-24.70, 2.43, -0.06], [-25.82, 3.09, -0.56], [-26.64, 3.79, 0.44], [-22.71, 3.43, -1.29], [-22.55, 0.73, -0.31], [-22.17, 0.81, -2.14], [-23.61, 0.18, -1.65], [-24.27, 2.40, -2.09], [-24.22, 2.99, 0.75], [-25.08, 1.49, 0.34], [-27.31, 3.09, 0.95], [-27.28, 4.55, 0.00], [-25.99, 4.21, 1.20], [-23.18, 4.26, -1.64], [-22.18, 3.21, -2.12], [-8.90, -4.92, -2.95], [-10.18, -4.73, -2.10], [-9.98, -5.14, -0.60], [-11.07, -4.73, 0.18], [-12.24, -5.34, -0.13], [-10.59, -3.33, -2.21], [-8.14, -5.60, -2.57], [-8.38, -3.96, -2.92], [-9.16, -5.22, -3.97], [-10.91, -5.47, -2.43], [-9.09, -4.62, -0.26], [-9.70, -6.19, -0.55], [-12.28, -6.39, 0.14], [-12.68, -5.29, -1.13], [-12.95, -4.72, 0.43], [-11.03, -3.20, -1.31], [-11.36, -3.24, -2.85], [-25.46, -9.73, -0.65], [-24.37, -9.59, 0.38], [-24.47, -8.41, 1.34], [-24.57, -7.18, 0.66], [-24.87, -5.98, 1.31], [-24.27, -10.76, 1.23], [-25.39, -10.72, -1.11], [-25.30, -9.04, -1.48], [-26.49, -9.66, -0.28], [-23.47, -9.59, -0.22], [-23.79, -8.31, 2.18], [-25.43, -8.50, 1.84], [-25.74, -6.06, 1.96], [-24.98, -5.14, 0.62], [-24.09, -5.66, 2.00], [-23.96, -11.54, 0.67], [-23.46, -10.56, 1.81], [-13.75, -5.84, 7.48], [-14.04, -4.31, 7.50], [-14.27, -3.78, 8.97], [-15.13, -4.72, 9.65], [-15.13, -4.48, 11.09], [-12.88, -3.59, 6.98], [-13.60, -6.19, 6.46], [-14.63, -6.39, 7.81], [-12.89, -6.15, 8.07], [-14.96, -4.15, 6.92], [-14.63, -2.75, 8.95], [-13.29, -3.68, 9.44], [-15.56, -3.47, 11.09], [-14.14, -4.34, 11.52], [-15.80, -5.11, 11.68], [-12.44, -3.97, 6.15], [-12.15, -3.50, 7.68], [-19.31, -6.12, 8.08], [-19.02, -6.39, 7.21], [-18.51, -5.86, 8.54], [-22.18, -5.66, -3.33], [-22.70, -5.00, -3.78], [-22.72, -5.91, -2.57], [-16.40, -7.87, -3.71], [-15.87, -8.65, -3.86], [-15.78, -7.15, -3.75], [-21.05, -9.65, -6.02], [-21.85, -9.22, -5.70], [-20.34, -9.09, -5.72]], "gap_ev": 8.84, "e_homo_ev": -8.941, "energy_ev": -76549.8165, "max_force_ev_per_a": 9.0}

***

Record 2
{"formula": "C22H9F4N4O8Ru", "method": "the ωB97M-V functional and the def2-TZVPD basis", "species": ["Ru", "C", "C", "C", "O", "C", "O", "O", "H", "H", "H", "H", "H", "H", "H", "O", "C", "C", "O", "C", "C", "O", "C", "O", "O", "F", "C", "C", "F", "C", "C", "C", "F", "C", "C", "C", "N", "C", "N", "F", "C", "C", "N", "C", "N", "C", "H", "H"], "xyz": [[-0.31, 0.03, 0.83], [-0.96, 3.71, 0.84], [-1.90, 2.56, 0.52], [-3.35, 2.98, 0.60], [-1.67, 1.53, 1.52], [-1.59, 1.98, -0.89], [-1.84, 2.68, -1.85], [-1.13, 0.78, -0.91], [-1.29, 4.22, 1.74], [-0.96, 4.40, 0.00], [0.05, 3.35, 1.00], [-3.58, 3.36, 1.60], [-4.02, 2.14, 0.39], [-3.54, 3.75, -0.14], [-2.40, 0.88, 1.51], [-2.32, -2.22, 6.19], [-1.96, -1.81, 5.13], [-2.77, -1.81, 3.83], [-3.92, -2.16, 3.71], [-1.87, -1.24, 2.81], [-0.65, -0.88, 3.38], [0.29, -0.31, 2.68], [-0.60, -1.16, 4.81], [0.27, -0.92, 5.62], [-2.13, -1.01, 1.57], [3.52, -1.02, 0.21], [4.13, -2.11, -0.30], [5.42, -1.95, -0.76], [5.95, -0.72, -0.67], [6.19, -3.00, -1.29], [5.50, -4.22, -1.29], [4.20, -4.37, -0.84], [3.65, -5.60, -0.94], [3.45, -3.32, -0.31], [2.06, -3.47, 0.16], [1.19, -2.44, 0.10], [0.45, -1.54, -0.06], [1.57, -4.69, 0.72], [1.16, -5.66, 1.19], [6.09, -5.33, -1.79], [7.53, -2.84, -1.78], [8.18, -1.59, -1.88], [8.76, -0.59, -1.99], [8.33, -3.93, -2.22], [9.05, -4.76, -2.58], [1.20, 1.00, 0.48], [2.07, 0.97, 1.15], [1.33, 1.62, -0.40]], "gap_ev": [5.29, 4.41], "multiplicity": 2, "charge": -2, "e_homo_ev": [-2.249, -2.237], "de_lowest_kcal_mol": 1.1, "s2": 0.78, "energy_ev": -58751.6311, "max_force_ev_per_a": 0.6}

***

Record 3
{"formula": "C23H12AuF8NO3Te", "method": "the ωB97M-V functional and the def2-TZVPD basis", "species": ["Au", "O", "N", "O", "O", "F", "C", "F", "F", "C", "C", "C", "C", "C", "C", "C", "C", "H", "H", "H", "H", "F", "C", "C", "C", "F", "C", "F", "C", "F", "C", "F", "C", "Te", "C", "C", "C", "C", "C", "C", "C", "H", "H", "H", "H", "H", "H", "H", "H"], "xyz": [[-0.01, -1.07, 2.91], [-0.44, 0.97, 5.98], [-0.20, 0.27, 5.06], [0.82, 0.39, 4.30], [-0.99, -0.72, 4.72], [6.42, -1.92, -3.84], [5.24, -1.39, -4.20], [4.75, -2.17, -5.18], [5.49, -0.19, -4.73], [4.29, -1.31, -3.03], [3.95, -2.49, -2.38], [3.10, -2.45, -1.29], [2.60, -1.23, -0.84], [2.93, -0.06, -1.51], [3.78, -0.10, -2.61], [1.76, -1.18, 0.32], [1.08, -1.15, 1.32], [4.35, -3.44, -2.73], [2.84, -3.36, -0.77], [2.54, 0.89, -1.16], [4.05, 0.81, -3.12], [0.30, -4.06, 2.24], [-0.95, -3.68, 1.99], [-1.33, -2.35, 2.14], [-2.63, -2.00, 1.86], [-3.03, -0.73, 1.95], [-3.55, -2.95, 1.44], [-4.80, -2.59, 1.16], [-3.17, -4.28, 1.32], [-4.05, -5.19, 0.94], [-1.86, -4.65, 1.59], [-1.49, -5.92, 1.47], [-2.69, 3.85, 1.67], [-1.55, 2.31, 2.61], [-0.95, 1.76, 0.63], [-1.45, 2.85, -0.28], [-1.11, 2.85, -1.63], [-1.55, 3.85, -2.47], [-2.33, 4.88, -1.97], [-2.69, 4.88, -0.63], [-2.26, 3.87, 0.22], [-2.48, 4.80, 2.16], [-3.75, 3.64, 1.76], [-1.37, 0.79, 0.37], [0.14, 1.68, 0.60], [-0.49, 2.05, -2.02], [-1.28, 3.84, -3.52], [-2.67, 5.68, -2.62], [-3.31, 5.68, -0.24]], "gap_ev": 6.37, "e_homo_ev": -8.021, "de_lowest_kcal_mol": 25.7, "energy_ev": -64396.2279, "max_force_ev_per_a": 0.8}

***

Record 4
{"formula": "C23H12Cl5MnN4OS", "method": "the ωB97M-V functional and the def2-TZVPD basis", "species": ["Mn", "N", "C", "C", "C", "C", "C", "C", "N", "C", "C", "C", "S", "C", "N", "H", "H", "H", "H", "H", "H", "H", "Cl", "C", "C", "C", "Cl", "C", "Cl", "C", "Cl", "C", "Cl", "N", "C", "C", "C", "C", "C", "C", "C", "H", "H", "H", "H", "H", "O"], "xyz": [[-1.35, 1.10, -1.67], [3.15, 1.29, -1.87], [3.29, -0.01, -1.41], [4.42, -0.82, -1.26], [4.21, -2.06, -0.70], [2.93, -2.47, -0.29], [1.82, -1.67, -0.44], [2.01, -0.42, -1.04], [1.10, 0.61, -1.31], [1.84, 1.59, -1.76], [1.22, 2.88, -2.00], [1.75, 4.10, -2.22], [0.51, 5.28, -2.22], [-0.64, 4.07, -1.93], [-0.14, 2.86, -1.86], [3.88, 1.89, -2.21], [5.40, -0.48, -1.56], [5.05, -2.73, -0.57], [2.82, -3.45, 0.16], [0.86, -2.00, -0.10], [2.79, 4.38, -2.33], [-1.70, 4.27, -1.86], [-4.15, 0.50, 0.08], [-3.50, -0.82, -0.83], [-2.32, -0.65, -1.55], [-1.82, -1.76, -2.22], [-0.34, -1.54, -3.07], [-2.44, -3.00, -2.21], [-1.77, -4.33, -3.05], [-3.63, -3.14, -1.50], [-4.44, -4.65, -1.48], [-4.16, -2.05, -0.80], [-5.62, -2.22, 0.08], [-1.11, 0.99, 0.27], [-0.97, 0.78, 1.39], [-0.78, 0.49, 2.77], [0.46, 0.74, 3.37], [0.62, 0.44, 4.71], [-0.44, -0.09, 5.44], [-1.67, -0.33, 4.83], [-1.85, -0.04, 3.49], [1.27, 1.15, 2.79], [1.57, 0.63, 5.19], [-0.31, -0.31, 6.49], [-2.49, -0.74, 5.41], [-2.80, -0.22, 3.00], [-2.51, 1.95, -2.12]], "gap_ev": [7.20, 7.58], "multiplicity": 2, "charge": 1, "e_homo_ev": [-11.285, -11.278], "de_lowest_kcal_mol": 19.7, "s2": 0.84, "energy_ev": -136814.3756, "max_force_ev_per_a": 1.9}

***

Record 5
{"formula": "C23H13Cl7IN2O4PSe2Ti", "method": "the ωB97M-V functional and the def2-TZVPD basis", "species": ["Ti", "Cl", "C", "C", "Cl", "C", "Cl", "C", "O", "C", "O", "C", "Cl", "Se", "P", "Se", "C", "C", "C", "C", "C", "C", "C", "C", "C", "C", "C", "C", "H", "H", "H", "H", "H", "H", "H", "H", "H", "H", "Cl", "C", "Cl", "Cl", "C", "O", "O", "I", "C", "C", "N", "N", "C", "H", "H", "H"], "xyz": [[-0.61, 2.33, 0.13], [4.90, 6.16, 0.49], [3.82, 4.81, 0.30], [4.31, 3.52, 0.34], [6.01, 3.23, 0.57], [3.44, 2.43, 0.19], [3.99, 0.80, 0.25], [2.09, 2.65, -0.02], [1.17, 1.71, -0.15], [1.58, 3.97, -0.04], [0.28, 4.07, -0.19], [2.45, 5.04, 0.12], [1.80, 6.64, 0.11], [-1.81, 2.12, -1.74], [-0.38, -3.35, 0.33], [1.45, -2.38, 1.03], [-0.65, -2.73, -1.40], [-0.09, -1.55, -1.86], [-0.39, -1.07, -3.13], [-1.23, -1.78, -3.97], [-1.81, -2.96, -3.52], [-1.53, -3.43, -2.24], [0.20, -5.05, -0.14], [-0.24, -6.15, 0.60], [0.20, -7.44, 0.31], [1.09, -7.65, -0.73], [1.53, -6.56, -1.48], [1.09, -5.28, -1.18], [0.58, -1.00, -1.20], [0.04, -0.13, -3.45], [-1.47, -1.40, -4.96], [-2.48, -3.52, -4.16], [-1.98, -4.35, -1.89], [-0.94, -5.98, 1.41], [-0.15, -8.27, 0.91], [1.43, -8.65, -0.96], [2.23, -6.72, -2.30], [1.46, -4.43, -1.75], [0.98, 1.29, 4.75], [-0.53, 0.90, 3.93], [-0.73, -0.83, 3.82], [-1.90, 1.63, 4.84], [-0.57, 1.56, 2.53], [-0.05, 2.67, 2.35], [-1.19, 0.96, 1.61], [-4.90, 5.96, 3.32], [-3.60, 5.16, 1.94], [-3.20, 5.73, 0.75], [-2.35, 4.86, 0.19], [-2.18, 3.77, 0.94], [-2.93, 3.93, 2.01], [-3.45, 6.67, 0.29], [-1.87, 4.89, -0.70], [-2.95, 3.18, 2.79]], "gap_ev": 4.18, "charge": -2, "e_homo_ev": -1.127, "de_lowest_kcal_mol": 44.4, "energy_ev": -294093.6960, "max_force_ev_per_a": 0.5}

***

Record 6
{"formula": "C23H13F4NO3", "method": "the ωB97M-V functional and the def2-TZVPD basis", "species": ["F", "C", "C", "F", "C", "O", "C", "F", "C", "F", "C", "O", "C", "C", "C", "C", "C", "C", "N", "C", "C", "C", "C", "C", "C", "C", "C", "C", "O", "C", "C", "H", "H", "H", "H", "H", "H", "H", "H", "H", "H", "H", "H", "H"], "xyz": [[1.35, 3.20, -0.20], [0.05, 3.08, 0.12], [-0.88, 3.84, -0.49], [-0.53, 4.74, -1.42], [-2.31, 3.72, -0.19], [-3.17, 4.36, -0.81], [-2.63, 2.81, 0.89], [-3.93, 2.69, 1.23], [-1.68, 2.10, 1.54], [-2.01, 1.33, 2.61], [-0.29, 2.07, 1.12], [0.54, 1.25, 1.54], [1.07, 0.03, -5.40], [-0.32, 0.08, -5.15], [-0.80, 0.01, -3.84], [0.10, -0.16, -2.77], [-0.44, -0.28, -1.37], [0.30, -1.04, -0.43], [-0.17, -1.36, 0.83], [-1.51, -1.38, 1.08], [-2.01, -1.75, 2.32], [-1.16, -2.16, 3.33], [0.22, -2.13, 3.12], [0.73, -1.72, 1.85], [2.10, -1.59, 1.64], [3.01, -1.92, 2.66], [2.53, -2.35, 3.92], [1.16, -2.45, 4.14], [-1.49, 0.34, -1.07], [1.47, -0.15, -3.02], [1.96, -0.08, -4.33], [1.44, 0.09, -6.43], [-1.02, 0.18, -5.98], [-1.87, 0.07, -3.64], [1.25, -1.47, -0.74], [-2.16, -1.05, 0.28], [-3.09, -1.70, 2.44], [-1.55, -2.49, 4.29], [2.48, -1.22, 0.69], [4.07, -1.84, 2.47], [3.24, -2.58, 4.71], [0.77, -2.79, 5.11], [2.16, -0.20, -2.17], [3.03, -0.12, -4.51]], "gap_ev": 5.11, "e_homo_ev": -7.297, "energy_ev": -42561.3579, "max_force_ev_per_a": 3.0}

***

Record 7
{"formula": "C23H13N4O10SV", "method": "the ωB97M-V functional and the def2-TZVPD basis", "species": ["V", "O", "C", "O", "C", "C", "C", "N", "C", "C", "C", "C", "C", "C", "C", "N", "C", "C", "C", "C", "C", "N", "H", "H", "H", "H", "H", "H", "H", "H", "H", "H", "O", "C", "O", "C", "C", "C", "C", "C", "N", "C", "O", "O", "H", "H", "H", "O", "S", "O", "O", "O"], "xyz": [[-0.56, 0.07, 0.04], [5.82, -2.79, 0.24], [5.05, -2.66, 1.20], [5.12, -3.01, 2.39], [3.65, -2.11, 0.80], [3.35, -1.77, -0.51], [2.09, -1.32, -0.84], [1.13, -1.19, 0.10], [1.41, -1.53, 1.37], [2.65, -1.98, 1.76], [0.26, -1.45, 2.29], [0.32, -1.78, 3.63], [-0.86, -1.77, 4.37], [-2.05, -1.41, 3.76], [-2.02, -1.01, 2.44], [-0.90, -1.06, 1.73], [1.71, -1.01, -2.24], [2.58, -0.37, -3.10], [2.14, -0.10, -4.39], [0.86, -0.48, -4.76], [0.07, -1.13, -3.82], [0.48, -1.40, -2.59], [4.12, -1.91, -1.26], [2.90, -2.27, 2.77], [1.26, -2.06, 4.09], [-0.84, -2.04, 5.42], [-2.98, -1.38, 4.31], [-2.90, -0.65, 1.93], [3.55, -0.04, -2.76], [2.78, 0.43, -5.08], [0.48, -0.28, -5.75], [-0.95, -1.43, -4.06], [-1.97, 3.61, 3.04], [-1.84, 2.53, 2.45], [-1.36, 1.43, 2.80], [-2.44, 2.52, 1.01], [-3.23, 3.58, 0.58], [-3.86, 3.52, -0.65], [-3.73, 2.37, -1.42], [-2.95, 1.37, -0.93], [-2.28, 1.45, 0.23], [-2.72, 0.07, -1.65], [-3.24, -0.23, -2.68], [-1.89, -0.70, -0.96], [-3.30, 4.43, 1.25], [-4.45, 4.36, -1.00], [-4.22, 2.25, -2.38], [2.20, 1.97, -1.02], [0.83, 2.18, -0.71], [0.35, 3.52, -0.59], [0.50, 1.38, 0.65], [-0.09, 1.30, -1.54]], "gap_ev": [6.11, 6.61], "multiplicity": 2, "charge": -1, "e_homo_ev": [-6.074, -6.074], "de_lowest_kcal_mol": 24.0, "s2": 0.76, "energy_ev": -87026.4187, "max_force_ev_per_a": 1.0}

***

Record 8
{"formula": "C23H14BF2N2NiOPS2", "method": "the ωB97M-V functional and the def2-TZVPD basis", "species": ["Ni", "O", "C", "C", "C", "C", "C", "C", "C", "P", "C", "C", "C", "C", "C", "C", "C", "C", "C", "C", "C", "C", "H", "H", "H", "H", "H", "H", "H", "H", "H", "H", "H", "H", "H", "H", "S", "C", "C", "N", "C", "S", "C", "N", "F", "B", "F"], "xyz": [[-0.16, 0.19, 0.26], [-1.29, -1.75, 2.03], [-0.34, -1.02, 1.74], [0.82, -1.11, 2.77], [0.75, -1.84, 3.94], [1.82, -1.86, 4.83], [2.97, -1.12, 4.54], [3.04, -0.38, 3.36], [1.96, -0.37, 2.48], [1.86, 0.55, 0.88], [2.71, -0.54, -0.33], [2.72, -0.13, -1.66], [3.28, -0.93, -2.65], [3.82, -2.17, -2.31], [3.82, -2.58, -0.99], [3.27, -1.77, 0.00], [3.27, 1.75, 1.20], [4.52, 1.71, 0.60], [5.47, 2.69, 0.85], [5.20, 3.73, 1.73], [3.95, 3.78, 2.34], [3.00, 2.82, 2.07], [-0.16, -2.40, 4.13], [1.77, -2.44, 5.75], [3.80, -1.12, 5.23], [3.93, 0.19, 3.14], [2.26, 0.81, -1.93], [3.24, -0.61, -3.68], [4.22, -2.81, -3.09], [4.22, -3.55, -0.72], [3.25, -2.11, 1.03], [4.76, 0.90, -0.09], [6.44, 2.64, 0.36], [5.94, 4.49, 1.93], [3.72, 4.59, 3.03], [2.02, 2.87, 2.53], [-0.72, 1.73, -2.04], [-0.17, 0.60, -3.21], [0.51, 1.05, -4.36], [1.07, 1.42, -5.31], [-0.38, -0.75, -2.91], [-1.11, -1.17, -1.41], [0.12, -1.79, -3.74], [0.51, -2.64, -4.42], [-2.29, 0.93, 0.04], [-2.06, 0.55, -1.29], [-3.26, 0.54, -1.99]], "gap_ev": [3.91, 3.91], "charge": -2, "e_homo_ev": [0.695, 0.702], "de_lowest_kcal_mol": 12.7, "energy_ev": -107223.0873, "max_force_ev_per_a": 1.2}